(1)
C15H17N3O4S2 as an isolated structure, computed with ωB97M-V with the def2-TZVPD basis set.

Multiplicity   1
Relative energy (zero: lowest compared OMol25 entry of this formula, charge and spin)   375.2 kcal per mole
Molecular weight   367.5 g/mol
Net charge   0
LUMO energy   -0.6 eV

Geometry as XYZ:
```
41
Properties=species:S:1:pos:R:3:forces:R:3:lowdin_charge:R:1
C -1.26296 4.53194 0.52351 2.4 -1.2 -1.9 0.048
H -0.77879 5.41983 0.72765 0.3 2.1 1.3 0.060
H -1.43499 3.86317 1.39659 0.0 0.6 -0.9 0.083
H -2.04180 4.71758 -0.20170 -0.7 -0.2 0.4 0.096
O -0.08591 3.99690 -0.38623 -4.0 1.9 3.4 -0.031
C -0.44775 2.75821 -0.67262 -0.5 -0.4 0.9 -0.438
C 0.50980 2.19384 -1.31212 6.8 -7.0 -5.3 -0.008
C 0.71471 0.84191 -1.85681 -15.5 8.6 7.4 0.061
C -0.49799 0.17619 -1.67493 -2.1 -2.7 -0.3 -0.220
C -1.68388 0.68480 -1.08550 5.7 4.7 2.1 0.023
C -1.49239 1.94783 -0.32244 -1.6 -2.3 -3.5 0.027
H -2.27133 2.48280 0.07422 -2.3 0.2 1.4 0.071
H -2.56371 0.20710 -1.13918 -2.9 -1.8 0.2 0.065
S -0.72662 -1.63392 -2.11626 -0.9 8.5 -0.2 0.353
O -1.97947 -1.86439 -2.57118 -8.1 -1.2 -1.2 -0.212
O 0.17440 -1.83427 -3.08483 8.2 -2.0 -6.1 -0.215
N -0.52033 -2.29320 -0.83132 3.5 -4.6 8.5 -0.230
C -0.99545 -3.63437 -0.52609 -0.7 -2.6 0.7 -0.131
C -0.02187 -4.30157 0.69393 -6.6 8.8 1.1 -0.134
H -0.19569 -5.26861 0.84892 0.3 -4.0 0.2 0.067
H -0.47094 -3.70661 1.57297 -0.5 -1.6 -0.5 0.131
C 1.18268 -3.54814 0.63176 5.7 -1.3 -4.5 -0.183
H 1.81959 -3.46001 1.48186 0.0 0.3 0.9 0.129
H 1.73399 -4.25433 -0.04150 1.0 0.4 0.5 0.141
C 1.29571 -2.31002 -0.29063 -7.9 0.9 2.5 0.050
H 1.65876 -2.28787 -1.23789 2.0 -0.3 -2.3 0.100
C 1.19558 -0.98893 0.38082 7.0 2.1 6.3 -0.223
O 2.45164 -0.60493 0.71622 -6.3 -1.0 -2.4 -0.077
N 0.08101 -0.56135 1.29314 11.2 -2.3 -4.7 0.195
C 0.12619 0.50765 1.94679 6.4 3.7 -0.2 -0.668
N -0.73632 0.97547 2.61469 -6.5 3.1 3.4 0.084
C -0.41632 2.24799 3.11282 -11.2 -3.5 4.2 -0.318
C 0.76624 2.54424 3.07601 8.9 5.1 -1.1 -0.461
S 1.64181 1.53657 2.00816 0.6 -1.0 -0.2 1.078
H 1.19970 3.52671 3.41160 -0.3 -1.4 -0.2 0.111
H -1.24404 2.57294 3.87353 1.7 0.2 -1.8 0.153
H -0.53984 -1.09325 1.00792 -9.1 -5.3 -2.4 0.027
H -2.21056 -3.68933 -0.26051 3.5 0.2 -0.8 0.183
H -0.67997 -4.29388 -1.36711 -1.1 0.3 0.1 0.115
H 1.38845 0.38058 -2.16264 11.5 -6.3 -5.1 -0.006
H 1.44594 2.57993 -1.44005 2.0 2.6 0.0 0.104
```
Forces are in eV/Å.

(2)
A 2-piece molecular cluster, C9H17N3O overall, computed with ωB97M-V with the def2-TZVPD basis set.

Multiplicity   1
Structure (SMILES)   CCN(C)C(C)=O.Cc1c[nH]cn1
Relative energy (zero: lowest compared OMol25 entry of this formula, charge and spin)   26.0 kcal per mole
Molecular weight   183.3 g/mol
Net charge   0
LUMO energy   0.6 eV

Geometry as XYZ:
```
30
Properties=species:S:1:pos:R:3:forces:R:3:lowdin_charge:R:1
C -1.55822 -1.79284 -1.83374 0.8 -0.6 0.6 -0.082
C -1.86022 -0.35441 -1.30977 -1.2 -1.3 -1.5 -0.205
N -1.28461 0.57074 -2.29745 -1.0 1.2 1.7 -0.108
C -2.20658 1.57873 -2.85022 0.6 1.7 -1.9 -0.070
C -0.09595 1.15429 -1.93907 2.2 1.9 -1.6 -0.485
C 1.03386 0.59002 -1.07173 -0.7 0.3 -0.2 0.011
O 0.19488 2.25762 -2.42239 -0.7 -0.6 0.3 0.012
H -1.64808 -2.59800 -1.09054 0.6 0.5 0.4 0.060
H -0.52652 -1.72632 -2.25802 -0.9 -0.7 0.3 0.073
H -2.26895 -2.24400 -2.55931 0.4 1.3 -0.2 0.075
H -2.94686 -0.30514 -1.44357 0.2 0.6 0.5 0.103
H -1.59804 -0.08131 -0.27378 0.1 -0.6 -0.4 0.118
H -1.87724 1.81887 -3.87497 -0.1 -0.5 0.1 0.089
H -3.25075 1.33739 -2.91810 -0.3 -1.0 0.3 0.073
H -2.18539 2.63409 -2.48960 0.4 -1.0 0.9 0.096
H 1.88894 1.22015 -1.31339 -0.2 0.1 0.0 0.081
H 0.73725 0.84642 -0.04332 0.4 -0.9 0.0 0.077
H 1.36682 -0.42407 -1.29144 -0.6 -0.3 0.6 0.078
C 2.30499 1.39701 2.83251 -2.1 0.1 0.1 -0.046
C 1.61574 0.07632 2.67323 1.9 -1.0 -0.4 -0.373
C 0.41916 -0.44464 3.01852 0.1 -2.3 0.2 -0.053
N 0.54715 -1.86573 2.84310 0.2 1.4 -0.1 0.045
C 1.79566 -2.06767 2.35676 0.2 0.7 -0.2 -0.217
N 2.46028 -0.94616 2.21157 -0.7 -0.3 0.4 0.081
H 2.66234 1.49900 3.84859 0.1 0.1 0.2 0.071
H 1.51129 2.14818 2.66500 0.9 0.3 -0.1 0.082
H 3.14044 1.44186 2.15519 0.1 0.3 -0.3 0.069
H -0.42905 -0.13043 3.56845 -0.5 0.7 0.1 0.095
H -0.16677 -2.56508 2.98847 0.2 0.3 0.0 0.137
H 2.22443 -3.02489 2.11900 -0.2 -0.2 0.0 0.111
```
Forces are in eV/Å.

(3)
C16H29BBrLiNO7S2 as an isolated structure, computed with ωB97M-V with the def2-TZVPD basis set.

Multiplicity   1
Molecular weight   509.2 g/mol
Net charge   +1
LUMO energy   -3.1 eV

Geometry as XYZ:
```
58
Properties=species:S:1:pos:R:3:forces:R:3:lowdin_charge:R:1
C -2.33550 0.54352 3.96993 0.0 -0.2 -0.4 -0.155
C -1.19374 1.12070 3.10813 -0.3 -0.3 0.3 -0.479
S -1.35167 0.39067 1.44039 -0.2 0.1 -0.2 0.974
C -1.07393 1.77962 0.29535 0.3 0.1 0.4 -0.381
C 0.10770 1.52614 -0.66956 0.6 -0.2 0.1 -0.530
C 1.46914 1.62224 0.05129 -0.7 -0.1 0.6 -0.121
C 2.04967 0.29384 0.51871 0.8 -0.1 0.1 -0.211
C 3.43202 0.49512 1.17181 -0.3 -0.2 -0.8 -0.155
C 4.34194 -0.71945 0.90848 -0.2 0.6 0.1 -0.129
N 3.62778 -1.97739 1.06528 1.4 2.1 0.4 -0.143
C 3.29812 -2.39390 2.31610 -0.4 -0.8 -0.5 -0.092
C 2.66622 -3.59163 2.14682 -0.4 -0.4 1.3 -0.100
C 2.61150 -3.87874 0.78075 -0.5 -0.6 -0.4 -0.104
C 3.21446 -2.84570 0.12222 -0.2 -0.4 -0.3 -0.115
O 0.11279 2.46664 -1.79325 -1.0 0.6 1.0 -0.283
C -0.15673 3.81463 -1.39340 0.3 0.4 -1.1 -0.062
C -0.13129 0.19667 -1.39202 -0.3 0.8 -0.2 -0.575
Br 1.14743 0.08830 -2.88676 -0.2 -0.4 0.2 0.922
O -1.48273 0.33330 -1.81328 0.6 -0.1 -0.8 -0.193
C -1.94224 -0.48567 -2.87223 -1.5 -0.8 -0.4 -0.374
C -1.64691 -1.97955 -2.77718 0.4 0.2 -0.2 -0.153
S -2.13076 -2.75100 -1.22804 -0.2 -0.1 0.5 0.687
O -2.71557 -4.01744 -1.48396 0.1 -0.8 -0.6 -0.296
O -2.88114 -1.82579 -0.43673 0.1 0.7 0.2 -0.329
O -3.35113 -0.38982 -2.85294 0.1 0.7 0.2 0.143
B -3.91692 0.72902 -2.25493 -0.3 -0.4 -0.3 -0.814
O -4.67893 0.64450 -1.15471 -0.3 -0.3 -0.2 0.251
O -3.74116 2.00998 -2.81038 1.4 0.1 0.8 0.133
H -3.15750 1.24479 4.08815 0.0 0.1 0.1 0.075
H -2.74517 -0.33247 3.46595 -0.1 -0.1 0.1 0.050
H -1.98332 0.20695 4.94120 0.0 0.2 0.1 0.074
H -1.24186 2.20473 3.04403 0.0 0.0 0.0 0.072
H -0.25093 0.83527 3.56752 0.2 0.1 -0.3 0.068
H -0.85048 2.62798 0.93654 0.0 0.2 -0.1 0.082
H -2.00985 2.00057 -0.22841 0.0 -0.1 0.1 0.070
H 2.16773 2.20200 -0.54806 0.1 -0.3 -0.3 0.132
H 1.30489 2.22333 0.95311 0.1 0.1 0.0 0.130
H 2.21726 -0.40633 -0.30027 -0.2 0.2 -0.2 0.069
H 1.37786 -0.20770 1.21218 -0.1 0.0 0.0 0.095
H 3.89173 1.33921 0.65387 0.2 0.2 0.3 0.111
H 3.34383 0.72210 2.23193 0.0 0.0 0.1 0.114
H 4.77435 -0.60222 -0.08435 -0.2 -0.4 -0.1 0.129
H 5.17421 -0.66600 1.60763 0.1 -0.3 0.0 0.125
H 3.52895 -1.85076 3.21119 0.2 0.2 0.0 0.123
H 2.30096 -4.19552 2.95973 -0.1 -0.1 0.0 0.097
H 2.17666 -4.75491 0.33360 0.0 -0.1 -0.1 0.094
H 3.35927 -2.71155 -0.93392 0.2 0.2 0.0 0.117
H 0.39228 4.45624 -2.08001 0.0 0.0 -0.1 0.113
H 0.17774 4.07569 -0.39548 -0.3 -0.2 0.2 0.110
H -1.22867 4.06078 -1.56703 0.3 0.2 0.6 0.089
H -0.04365 -0.66963 -0.74331 0.3 -0.1 -0.1 0.095
H -1.62582 -0.08844 -3.83811 0.6 0.0 0.1 0.158
H -2.24909 -2.46276 -3.54543 -0.1 0.0 0.1 0.129
H -0.61039 -2.21625 -3.01909 0.1 0.0 0.3 0.092
H -0.93919 -2.97191 -0.59591 0.0 0.2 -0.2 0.091
H -4.84284 -0.28849 -0.94817 0.2 0.1 0.4 0.134
H -3.97666 2.64470 -2.11789 -0.8 0.1 -0.3 0.117
Li -1.78075 2.38177 -2.33713 0.2 -0.6 -0.4 0.726
```
Forces are in eV/Å.

Number 1: orbital gap 7.89 eV, F_max 19.17 eV/A, HOMO energy -8.5317 eV. Number 2: orbital gap 9.59 eV, F_max 3.35 eV/A, HOMO energy -8.9784 eV. Number 3: orbital gap 7.40 eV, F_max 2.57 eV/A, HOMO energy -10.5016 eV.